29
Properties=species:S:1:pos:R:3:forces:R:3 method="wB97M-V/def2-TZVPD" max_force_ev_per_a=1.76 total_charge=-1 de_lowest_kcal_mol=8.62 lumo_ev=2.9 orbital_gap_ev=9.54 homo_energy_ev=-6.66
B 0.170 1.130 0.570 -0.2776 0.7230 0.0927
H -0.033 -0.034 0.300 -0.1290 -0.5621 0.0337
H 1.250 1.223 1.161 -0.2346 0.0090 -0.1010
H 0.200 1.717 -0.509 0.1130 0.1487 -0.0164
H -0.768 1.615 1.255 0.4073 -0.2511 -0.2470
O 3.181 1.055 -1.196 1.0008 -0.3318 -1.4114
H 2.584 1.381 -0.549 -1.1831 0.3924 1.1016
H 2.667 1.049 -2.016 0.0982 -0.0979 0.3955
O 1.828 -2.532 -0.511 -0.3560 0.1378 -0.3095
H 1.151 -2.164 -1.113 0.4629 -0.0145 -0.0773
H 1.285 -2.869 0.200 -0.0833 -0.2218 0.3309
O -3.394 2.658 -0.555 -0.7969 0.0096 0.5348
H -3.023 2.936 -1.388 0.5616 0.1395 0.0426
H -2.698 2.409 0.069 0.3154 0.0462 -0.5003
O 0.040 -1.671 -2.644 0.6282 -0.6258 -0.2740
H -0.613 -0.997 -2.478 -0.7842 0.7516 0.1727
H -0.124 -1.953 -3.548 0.0701 -0.0832 0.0699
O -2.668 -0.555 1.086 -0.4919 -0.4962 -0.0224
H -1.750 -0.368 0.875 0.3842 0.2362 0.0175
H -2.951 0.217 1.574 0.0228 0.1725 0.1738
O 3.056 -1.321 2.368 0.5268 -0.2021 1.0086
H 2.339 -1.921 2.183 -0.3412 -0.0818 -0.1350
H 3.168 -0.804 1.583 -0.0643 0.3811 -0.8875
O -1.944 0.251 -1.887 -0.5782 0.3659 -1.3534
H -1.322 0.360 -1.165 0.3003 0.6269 0.5609
H -2.191 1.141 -2.229 0.5334 -1.1350 0.7456
O 0.050 -0.789 3.196 0.5603 0.6850 0.6004
H -0.078 -1.183 2.335 -0.0773 0.2436 -0.3769
H 0.588 0.022 3.035 -0.5878 -0.9659 -0.1693